Molecular formula: C33H57BaN7O7P2Sb
Method: DFT, the ωB97M-V functional and the def2-TZVPD basis

* highest occupied orbital energy: -10.52 eV
* E: -3150.35720 hartree
* largest force on an atom: 1.47 eV Å⁻¹
* relative energy (zero: lowest compared OMol25 entry of this formula, charge and spin): 10.5 kcal per mole
* frontier orbital gap: 8.293 eV
* LUMO energy: -2.223 eV

The geometry in ORCA input format:
```
! RIJCOSX wB97M-V def2-TZVPD def2/J DEFGRID3
* xyz 1 1
Ba 1.128 1.501 0.387
N 0.373 2.779 -2.005
C -0.107 4.156 -1.927
C 0.665 4.912 -0.854
N 0.445 4.414 0.514
C 1.431 5.059 1.396
C 1.477 4.528 2.817
N 1.846 3.112 2.856
C -0.938 4.667 0.952
C -1.818 3.427 1.013
N -1.260 2.410 1.911
H -0.121 2.271 -2.733
H 1.361 2.781 -2.264
H 0.018 4.706 -2.866
H -1.176 4.144 -1.704
H 1.731 4.809 -1.076
H 0.426 5.984 -0.917
H 2.414 4.903 0.944
H 1.264 6.146 1.433
H 2.177 5.162 3.373
H 0.509 4.637 3.311
H 2.769 2.987 2.446
H 1.903 2.801 3.818
H -0.928 5.130 1.941
H -1.418 5.396 0.291
H -2.828 3.745 1.301
H -1.907 2.970 0.021
H -1.001 2.820 2.802
H -1.952 1.693 2.100
N 2.800 -4.404 1.317
C 2.783 -2.902 1.042
C 4.096 -2.244 1.475
C 3.960 -1.329 2.701
N 3.411 -0.023 2.329
C 3.061 -1.984 3.751
C 1.640 -2.300 3.243
N 0.671 -1.304 3.716
C 1.575 -2.312 1.721
H 3.535 -4.858 0.775
H 1.891 -4.788 1.034
H 2.944 -4.609 2.305
H 2.687 -2.843 -0.042
H 4.473 -1.675 0.624
H 4.858 -3.001 1.687
H 4.962 -1.225 3.134
H 3.988 0.451 1.640
H 3.394 0.569 3.153
H 2.996 -1.352 4.640
H 3.553 -2.905 4.083
H 1.365 -3.302 3.616
H 0.623 -1.312 4.729
H -0.259 -1.549 3.381
H 1.565 -1.292 1.352
H 0.666 -2.794 1.369
O 5.680 1.995 -0.986
P 4.105 1.770 -0.980
O 3.423 2.313 -2.198
O 3.578 2.215 0.355
O 3.997 0.151 -1.006
P 2.840 -0.774 -1.721
O 2.652 -0.087 -3.134
O 3.361 -2.152 -1.835
O 1.591 -0.576 -0.869
H 6.058 1.942 -1.871
H 2.898 0.861 -3.087
C -3.967 -2.662 -2.391
C -4.593 -1.653 -1.468
C -5.982 -1.621 -1.346
C -6.621 -0.717 -0.514
C -5.874 0.189 0.223
C -4.494 0.170 0.111
C -3.841 -0.736 -0.723
Sb -1.704 -0.578 -0.734
C -1.322 -2.625 -0.134
C -0.640 -3.552 -0.915
C -0.337 -4.824 -0.440
C -0.715 -5.188 0.843
C -1.398 -4.275 1.634
C -1.710 -3.000 1.167
C -2.441 -2.064 2.091
C -1.346 -0.475 -2.844
C -0.297 -1.157 -3.450
C -0.045 -1.037 -4.808
C -0.831 -0.201 -5.578
C -1.838 0.535 -4.975
C -2.106 0.423 -3.614
C -3.188 1.294 -3.030
H -4.715 -3.071 -3.069
H -3.535 -3.491 -1.828
H -3.171 -2.221 -2.989
H -6.574 -2.321 -1.925
H -7.701 -0.718 -0.445
H -6.362 0.905 0.872
H -3.909 0.888 0.683
H -0.358 -3.309 -1.924
H 0.156 -5.536 -1.093
H -0.516 -6.186 1.216
H -1.708 -4.561 2.633
H -2.536 -2.497 3.086
H -3.444 -1.853 1.719
H -1.927 -1.099 2.183
H 0.381 -1.749 -2.859
H 0.791 -1.568 -5.245
H -0.642 -0.094 -6.638
H -2.430 1.222 -5.570
H -3.396 2.133 -3.695
H -2.901 1.706 -2.057
H -4.118 0.746 -2.881
*
```